Entry 1:
Molecular formula: C2H13NO4
Method: DFT, ωB97M-V with the def2-TZVPD basis set

Structure (ORCA input):
```
! RIJCOSX wB97M-V def2-TZVPD def2/J DEFGRID3
* xyz 0 1
O -2.06 -0.20 2.14
O 1.78 0.25 -2.50
O 1.43 -1.99 -0.80
O 0.21 -1.89 1.68
N -1.15 1.44 -0.01
C -1.34 1.10 -1.21
C 0.25 1.75 0.34
H 1.09 -2.80 -1.19
H -2.69 0.19 2.71
H -2.34 0.84 -1.55
H 1.78 -0.54 -1.94
H 0.63 -2.10 2.50
H 0.30 2.03 1.38
H 2.68 0.30 -2.82
H 0.63 2.56 -0.28
H -0.62 -1.38 1.88
H 0.96 -1.96 0.05
H -1.88 0.47 1.42
H 0.88 0.89 0.14
H -0.53 1.04 -1.94
*
```

The value obtained for the LUMO energy is 0.8 eV. For the relative energy (zero: lowest compared OMol25 entry of this formula, charge and spin), the calculation gives 60.0 kJ/mol. The calculation puts the gap between HOMO and LUMO at 10.92 eV. The HOMO energy comes out at -10.08 eV.

Entry 2:
Molecular formula: C5H6F2S
Method: DFT, ωB97M-V with the def2-TZVPD basis set

Structure (ORCA input):
```
! RIJCOSX wB97M-V def2-TZVPD def2/J DEFGRID3
* xyz 0 1
S -2.93 -0.07 -0.21
F 1.06 1.96 -0.39
F 0.85 -2.09 -0.80
C -0.24 1.46 -0.39
C 1.02 -0.79 -0.42
C -1.47 -0.72 0.02
C -0.19 0.00 -0.02
C 0.86 -0.45 1.01
H -1.32 -1.76 0.21
H -0.80 2.04 0.33
H 1.46 0.34 1.41
H 0.58 -1.26 1.66
H 1.80 -0.29 -1.01
H -0.68 1.62 -1.40
*
```

The value obtained for the LUMO energy is -0.3 eV. For the relative energy (zero: lowest compared OMol25 entry of this formula, charge and spin), the calculation gives 104.0 kJ/mol. The calculation puts the gap between HOMO and LUMO at 8.67 eV. The HOMO energy comes out at -9.00 eV.

Entry 3:
Molecular formula: C5H9N2
Method: DFT, ωB97M-V with the def2-TZVPD basis set

Structure (ORCA input):
```
! RIJCOSX wB97M-V def2-TZVPD def2/J DEFGRID3
* xyz 1 1
N 0.79 -0.82 -0.35
N 0.90 1.08 0.65
C -2.09 -0.30 -0.61
C 2.37 0.69 0.20
C 0.09 0.13 0.33
C -1.31 -0.04 0.65
C 2.13 -0.46 -0.50
H -1.80 -1.22 -1.02
H 0.25 -1.46 -1.07
H 3.12 1.44 0.29
H 0.66 1.88 1.10
H -1.69 0.81 1.35
H -1.83 0.55 -1.20
H -3.07 -0.25 -0.30
H -1.26 -0.94 1.44
H 2.75 -1.09 -0.97
*
```

The value obtained for the LUMO energy is -3.1 eV. For the relative energy (zero: lowest compared OMol25 entry of this formula, charge and spin), the calculation gives 196.7 kJ/mol. The calculation puts the gap between HOMO and LUMO at 11.38 eV. The HOMO energy comes out at -14.45 eV.

Entry 4:
Molecular formula: C2H3ClO2P
Method: DFT, ωB97M-V with the def2-TZVPD basis set

Structure (ORCA input):
```
! RIJCOSX wB97M-V def2-TZVPD def2/J DEFGRID3
* xyz -1 1
Cl -3.03 0.17 0.22
P -0.20 -0.34 -0.05
O 2.74 -0.89 0.33
O 2.26 1.35 -0.20
C -1.41 0.89 -0.21
C 2.28 0.19 0.11
H -0.73 -1.81 -0.32
H -1.58 1.14 -1.21
H -0.32 -0.71 1.33
*
```

The value obtained for the LUMO energy is 3.7 eV. For the relative energy (zero: lowest compared OMol25 entry of this formula, charge and spin), the calculation gives 444.7 kJ/mol. The calculation puts the gap between HOMO and LUMO at 6.75 eV. The HOMO energy comes out at -3.04 eV.

Entry 5:
Molecular formula: C3H11NO2Si
Method: DFT, ωB97M-V with the def2-TZVPD basis set

Structure (ORCA input):
```
! RIJCOSX wB97M-V def2-TZVPD def2/J DEFGRID3
* xyz 0 1
Si -0.60 0.08 0.02
O -0.25 1.47 -0.83
O 3.03 0.97 -0.81
N 3.49 0.40 -1.76
C -0.45 0.50 1.83
C -2.46 -0.03 -0.29
C 0.58 -1.38 -0.47
H 0.37 -0.08 2.29
H 1.53 -1.35 0.12
H -3.04 0.14 0.72
H -1.38 0.27 2.35
H 0.49 1.89 -0.50
H -0.27 1.46 2.20
H -2.63 0.85 -0.89
H 0.68 -1.25 -1.51
H 3.54 -0.62 -1.66
H 0.03 -2.28 -0.11
H -2.64 -1.02 -0.68
*
```

The value obtained for the LUMO energy is -0.6 eV. For the relative energy (zero: lowest compared OMol25 entry of this formula, charge and spin), the calculation gives 473.9 kJ/mol. The calculation puts the gap between HOMO and LUMO at 9.19 eV. The HOMO energy comes out at -9.76 eV.

Entry 6:
Molecular formula: C3H9BrSSi
Method: DFT, ωB97M-V with the def2-TZVPD basis set

Structure (ORCA input):
```
! RIJCOSX wB97M-V def2-TZVPD def2/J DEFGRID3
* xyz 0 1
Br 4.80 0.82 -0.13
S 1.15 -2.19 -0.44
Si -0.16 -0.40 -0.09
C 0.85 1.12 -0.21
C -1.49 -0.47 -1.39
C -0.75 -0.52 1.71
H -2.44 -0.68 -1.17
H -1.38 0.52 -1.87
H 0.11 -0.04 2.35
H -1.02 -1.43 2.21
H -1.06 -1.15 -2.10
H 0.80 1.52 0.85
H -1.53 0.22 1.67
H 0.36 1.79 -0.81
H 1.75 0.88 -0.58
*
```

The value obtained for the LUMO energy (alpha / beta) is -2.1 / -3.6 eV. For the relative energy (zero: lowest compared OMol25 entry of this formula, charge and spin), the calculation gives 403.0 kJ/mol. The calculation puts the gap between HOMO and LUMO (alpha / beta) at 6.91 / 5.76 eV. The HOMO energy (alpha / beta) comes out at -8.99 / -9.39 eV.

Entry 7:
Molecular formula: C31H33Cl3MoN5O2S
Method: DFT, ωB97M-V with the def2-TZVPD basis set

Structure (ORCA input):
```
! RIJCOSX wB97M-V def2-TZVPD def2/J DEFGRID3
* xyz 1 1
Mo -0.89 1.10 -0.61
Cl -2.11 -1.49 2.30
Cl -3.60 -0.78 -2.84
Cl 6.19 -2.34 -1.74
S 0.88 4.15 -0.38
O 0.52 5.46 -0.85
O 1.92 3.43 -1.04
N -2.53 2.57 -0.49
N -2.01 -0.22 -0.39
N 0.76 -5.18 -1.15
N -0.27 -2.92 -0.96
N -0.44 3.19 -0.39
C -4.09 -2.87 1.11
C -2.95 -1.20 -0.25
C 0.51 -2.97 -2.18
C 2.23 4.57 3.95
C 4.69 -1.50 -1.56
C 2.92 -0.70 -0.15
C 1.00 -4.42 -2.43
C 2.74 4.68 5.36
C -2.27 4.92 -0.15
C -1.74 3.65 -0.33
C 4.06 -0.95 -2.67
C 4.13 -1.36 -0.29
C 1.32 4.31 1.33
C 0.58 -3.15 0.20
C -3.86 2.69 -0.52
C 2.58 5.50 2.98
C 2.13 5.38 1.67
C -4.73 -2.57 -1.19
C 1.39 -4.45 0.01
C 2.26 -0.16 -1.26
C 2.86 -0.28 -2.51
C 0.96 0.49 -1.11
C -4.89 -3.22 0.03
C -3.78 -1.57 -1.32
C 0.94 3.37 2.28
C 1.40 3.51 3.58
C -4.47 3.92 -0.36
C -1.33 -3.92 -1.00
C -3.14 -1.88 0.96
C -0.72 -5.34 -0.92
C -3.65 5.03 -0.17
H 0.84 0.86 0.00
H 1.36 -2.30 -2.08
H 1.94 4.50 6.08
H -5.35 -2.82 -2.04
H -0.09 -2.63 -3.02
H 2.38 0.16 -3.38
H -4.42 1.78 -0.66
H 3.53 3.95 5.54
H -5.54 4.00 -0.38
H -0.06 -3.21 1.09
H -0.83 -5.80 0.07
H 2.42 -4.26 -0.27
H 2.40 6.11 0.92
H -2.02 -3.77 -0.16
H -1.63 5.78 -0.03
H 2.06 -4.48 -2.65
H 4.65 -1.76 0.57
H 3.21 6.34 3.25
H 1.26 -2.31 0.33
H 0.29 2.55 2.02
H -4.20 -3.37 2.06
H 1.37 -5.11 0.87
H 4.52 -1.04 -3.64
H 0.44 -4.94 -3.21
H 1.10 2.79 4.33
H -4.10 6.01 -0.04
H -1.10 -6.02 -1.67
H -5.64 -3.99 0.14
H 2.50 -0.58 0.84
H 1.19 -6.11 -1.23
H 3.15 5.67 5.55
H 0.80 1.31 -1.86
H -1.90 -3.79 -1.92
*
```

The value obtained for the LUMO energy (alpha / beta) is -2.7 / -3.0 eV. For the relative energy (zero: lowest compared OMol25 entry of this formula, charge and spin), the calculation gives 0.0 kJ/mol. The calculation puts the gap between HOMO and LUMO (alpha / beta) at 6.98 / 7.08 eV. The HOMO energy (alpha / beta) comes out at -9.72 / -10.13 eV.

Entry 8:
Molecular formula: C29H87N5O13
Method: DFT, ωB97M-V with the def2-TZVPD basis set

Structure (ORCA input):
```
! RIJCOSX wB97M-V def2-TZVPD def2/J DEFGRID3
* xyz 0 1
O -1.04 1.15 -5.38
O 0.74 4.63 -7.31
O 0.93 5.01 1.11
O -9.37 -1.37 4.84
O 6.71 8.07 -5.35
O -3.31 -7.89 -0.45
O 6.12 2.70 -7.12
O -6.43 4.85 7.23
O -1.41 -1.67 0.28
O 2.08 -1.21 6.45
O 4.74 3.32 -2.25
O 7.99 0.04 -1.34
O 0.62 -6.98 4.34
N 0.53 1.09 -1.50
N -6.14 -7.62 0.43
N -5.14 1.53 5.66
N -2.09 -8.27 4.67
N 7.47 5.33 -7.62
C -2.46 1.37 -5.39
C 8.08 4.03 -7.34
C -0.73 -8.31 6.62
C -4.44 -7.45 -1.28
C -5.70 -8.08 -0.80
C -6.89 -7.72 -1.76
C -5.43 2.98 5.71
C -0.43 -6.32 4.99
C 6.04 9.29 -5.25
C -6.28 3.45 7.00
C -2.12 -7.21 -0.72
C 5.10 1.89 -6.46
C 1.83 -6.21 4.33
C -1.43 -7.43 5.61
C 0.07 4.99 2.26
C 6.77 7.50 -6.63
C -8.60 -2.00 3.86
C 1.47 -0.41 0.24
C -5.96 3.43 4.32
C 0.35 -0.21 -0.77
C 1.08 -0.83 5.45
C -5.18 5.53 7.49
C 7.77 6.32 -6.65
C 7.44 -1.13 -1.98
C 4.76 4.66 -2.20
C -2.53 -1.80 1.22
C 1.76 4.67 -6.32
C -1.09 -0.39 -0.23
C 7.33 3.10 -6.44
H 8.77 6.69 -6.87
H -5.31 6.62 7.52
H 6.96 8.22 -7.43
H -10.26 -1.74 4.80
H 9.06 4.18 -6.88
H -5.44 2.83 3.57
H -7.02 3.19 4.17
H 4.40 1.62 -7.25
H -0.71 1.33 -4.50
H -6.74 -8.17 -2.74
H -9.00 -3.01 3.85
H -4.51 5.38 6.64
H 0.30 1.80 -0.82
H 4.12 4.96 -3.03
H 5.73 7.20 -6.77
H -5.56 -9.15 -0.88
H 7.90 2.28 -6.01
H -2.79 1.22 -6.42
H -1.00 -5.76 4.26
H 2.12 5.70 -6.33
H 2.40 -0.21 -0.28
H -5.95 0.93 5.69
H -4.74 5.09 8.38
H 5.80 9.55 -4.22
H -5.47 -7.97 1.11
H 1.24 0.14 1.15
H -2.32 -6.24 -0.25
H -6.85 -8.27 0.73
H 1.39 0.10 4.96
H 0.19 4.01 2.72
H -0.36 -7.67 7.43
H 0.18 -8.73 6.19
H -1.86 -7.98 3.74
H -1.26 -7.71 -0.28
H 6.91 3.55 -5.53
H 6.53 -0.80 -2.49
H 7.27 -1.98 -1.32
H -1.81 -0.29 -1.05
H -5.85 4.50 4.15
H -4.86 1.34 6.61
H -7.51 -1.92 3.94
H -5.68 3.07 7.83
H 7.88 5.77 -5.71
H -2.59 2.40 -5.07
H -2.57 -2.77 1.72
H 4.65 2.40 -5.61
H 0.16 -0.48 5.92
H 5.53 2.91 -1.88
H -2.43 -1.09 2.03
H 0.81 -1.66 4.81
H -2.17 -6.79 6.08
H 0.49 5.69 2.98
H -1.19 -9.18 7.08
H -1.39 0.39 0.48
H 6.48 5.24 -7.79
H -4.67 -6.38 -1.29
H -2.92 0.79 -4.60
H 5.51 1.03 -5.94
H 5.04 9.15 -5.68
H -3.39 -1.43 0.67
H -7.24 2.94 7.06
H 2.62 4.06 -6.58
H 8.16 -1.45 -2.72
H 0.60 3.68 -7.36
H 8.22 3.41 -8.22
H 2.60 -6.91 4.02
H -7.11 -6.66 -1.88
H -1.97 -7.04 -1.79
H 0.61 5.63 0.45
H -0.20 -5.71 5.86
H -7.84 -8.12 -1.39
H 4.46 5.15 -1.27
H 8.58 -0.24 -0.63
H -0.91 5.20 1.82
H 6.52 10.10 -5.81
H 1.33 4.37 -5.37
H 1.80 -5.41 3.59
H -1.79 -9.22 4.86
H 1.46 -1.46 0.53
H 0.53 -0.99 -1.51
H 5.73 5.13 -2.37
H -8.80 -1.45 2.95
H 1.46 1.35 -1.79
H -4.21 -7.77 -2.30
H -4.44 3.44 5.79
H 2.53 -0.47 6.85
H 2.11 -5.89 5.34
*
```

The value obtained for the LUMO energy is 0.2 eV. The calculation puts the gap between HOMO and LUMO at 8.68 eV. The HOMO energy comes out at -8.46 eV.

Entry 9:
Molecular formula: C8H6N2O
Method: DFT, ωB97M-V with the def2-TZVPD basis set

Structure (ORCA input):
```
! RIJCOSX wB97M-V def2-TZVPD def2/J DEFGRID3
* xyz 0 1
O -3.12 1.02 0.37
N -2.07 -1.07 0.04
N -0.05 -0.32 -0.65
C -0.73 -1.41 -0.10
C -2.17 0.32 0.00
C 1.31 -0.61 -0.38
C -0.03 1.83 0.04
C -0.76 0.77 -0.30
C 0.20 -2.19 0.44
C 2.07 0.52 0.02
C 1.42 1.70 0.08
H 1.96 2.62 0.25
H 1.76 -1.22 -1.16
H -0.29 2.89 0.37
H 3.05 0.27 0.09
H 0.19 -3.36 0.62
H -2.74 -1.76 0.28
*
```

The value obtained for the LUMO energy (alpha / beta) is -0.4 / -0.4 eV. For the relative energy (zero: lowest compared OMol25 entry of this formula, charge and spin), the calculation gives 532.6 kJ/mol. The calculation puts the gap between HOMO and LUMO (alpha / beta) at 7.30 / 7.30 eV. The HOMO energy (alpha / beta) comes out at -7.68 / -7.67 eV.

Entry 10:
Molecular formula: C23H52Cl2FNO11
Method: DFT, ωB97M-V with the def2-TZVPD basis set

Structure (ORCA input):
```
! RIJCOSX wB97M-V def2-TZVPD def2/J DEFGRID3
* xyz 0 1
Cl -2.70 -2.90 -2.31
Cl -2.38 0.09 -2.84
F -5.37 2.83 -0.92
O -6.33 1.27 1.81
O 5.57 1.17 -3.85
O 8.72 1.14 -0.54
O -3.31 0.25 1.02
O 4.51 -0.51 2.35
O -3.22 1.92 2.57
O -7.10 -0.13 -1.26
O -1.04 -2.77 3.67
O 6.21 3.03 -6.42
O 5.05 -0.19 -2.12
O -3.83 -5.73 1.64
N -2.18 -0.04 3.04
C 5.23 3.04 -1.25
C -6.56 2.32 2.73
C 5.50 0.99 -2.64
C 5.18 3.97 -6.68
C -1.91 -3.90 3.65
C -2.53 0.61 -0.13
C 5.75 0.18 2.50
C 3.09 -1.25 -1.20
C -4.60 1.72 -1.16
C 3.93 0.00 -1.24
C -1.05 0.96 0.10
C 9.55 0.06 -0.13
C -2.71 -1.79 -1.00
C 5.98 2.03 -1.69
C -2.58 -0.47 -1.20
C 2.11 -1.24 -0.03
C 1.31 0.07 0.02
C -3.17 1.91 -0.69
C -2.87 -2.44 0.34
C -5.05 -5.00 1.73
C -2.91 0.80 2.20
C -0.10 -0.14 0.59
C -8.26 0.68 -1.26
H -3.21 2.61 0.14
H -3.92 -2.42 0.60
H 4.23 -0.81 3.22
H 4.27 0.26 -0.24
H -9.17 0.07 -1.37
H 5.68 3.88 -0.75
H 7.00 1.94 -1.33
H -0.95 1.87 0.69
H 3.33 0.83 -1.61
H -7.16 -0.73 -0.51
H 1.42 -2.06 -0.23
H 9.60 -0.01 0.96
H 9.12 -0.86 -0.52
H 1.86 0.78 0.63
H -1.87 -0.88 2.55
H 10.57 0.17 -0.52
H 4.22 3.48 -6.82
H -5.02 0.83 -0.73
H 3.73 -2.13 -1.18
H 6.52 -0.47 2.91
H 5.10 4.70 -5.87
H -1.36 0.48 3.33
H 6.06 0.52 1.51
H 5.63 1.05 3.15
H -2.54 2.37 -1.44
H -1.38 -4.72 3.16
H 2.66 -1.41 0.88
H 1.25 0.45 -1.00
H -0.41 -1.12 0.27
H -2.82 -3.68 3.08
H -5.38 1.10 1.79
H -1.52 -2.05 4.11
H 5.44 4.50 -7.60
H 0.03 -0.12 1.67
H 5.98 2.57 -5.61
H 4.16 3.06 -1.35
H -8.19 1.36 -2.10
H -5.01 -4.20 1.00
H 9.11 1.95 -0.20
H -3.87 -6.45 2.28
H -4.60 1.55 -2.23
H -8.33 1.26 -0.33
H -5.91 -5.64 1.51
H -6.02 3.22 2.43
H 2.54 -1.31 -2.13
H -5.17 -4.57 2.73
H -0.69 1.23 -0.88
H -2.18 -4.20 4.66
H -6.24 2.03 3.74
H -2.58 -3.48 0.27
H -2.35 -1.92 1.13
H -7.62 2.53 2.75
*
```

The value obtained for the LUMO energy is 0.2 eV. The calculation puts the gap between HOMO and LUMO at 9.51 eV. The HOMO energy comes out at -9.28 eV.

Entry 11:
Molecular formula: BrH4N2P
Method: DFT, ωB97M-V with the def2-TZVPD basis set

Structure (ORCA input):
```
! RIJCOSX wB97M-V def2-TZVPD def2/J DEFGRID3
* xyz 0 1
Br 2.43 -0.02 -0.24
P 0.28 0.08 0.84
N -0.46 -1.32 0.12
N -0.47 1.29 -0.11
H -0.28 2.29 -0.05
H -1.48 1.07 -0.25
H 0.13 -2.09 0.47
H -0.15 -1.28 -0.78
*
```

The value obtained for the LUMO energy is 0.6 eV. For the relative energy (zero: lowest compared OMol25 entry of this formula, charge and spin), the calculation gives 12.7 kJ/mol. The calculation puts the gap between HOMO and LUMO at 9.59 eV. The HOMO energy comes out at -9.03 eV.